(1)
{"formula": "C3H12N3O2", "method": "ωB97M-V/def2-TZVPD", "e_tot_ev": -11858.4965, "orbital_gap_ev": 9.317, "e_lumo_ev": -3.974, "total_charge": 1, "multiplicity": 1, "e_above_lowest_kj_mol": 712.5, "elements": ["C", "C", "C", "N", "N", "N", "O", "O", "H", "H", "H", "H", "H", "H", "H", "H", "H", "H", "H", "H"], "xyz": [[-2.6734, 0.9232, 0.1026], [2.4783, 0.0045, 1.2065], [-1.3487, -1.0040, 0.3170], [0.8983, -1.0059, -1.5655], [0.5751, 1.0167, -0.5523], [0.6283, -0.3233, -0.3188], [-1.8138, 0.0866, 0.8086], [1.3057, -0.7379, 0.7388], [-3.4096, 0.3024, -0.5449], [-2.0795, 1.6957, -0.3870], [-3.3109, 1.4150, 0.8598], [3.2149, -0.7966, 1.3624], [2.0349, 0.4862, 2.0815], [2.9125, 0.7365, 0.5497], [-0.8000, -1.6478, 1.0583], [-1.6824, -1.3020, -0.7599], [1.1113, -1.9621, -1.3188], [1.6413, -0.5016, -2.0505], [-0.2363, 1.4302, -0.0375], [0.5540, 1.1845, -1.5500]], "forces_ev_per_angstrom": [[-2.9, 0.4, -0.9], [-0.3, -0.7, 0.6], [1.9, 0.1, -1.8], [-0.3, 1.0, 0.8], [-0.3, 1.7, 0.9], [-3.7, -2.0, -2.3], [0.9, -1.3, 1.4], [1.5, -0.3, 1.0], [1.6, 1.2, 0.6], [-0.5, -0.2, -0.5], [0.4, -0.2, -0.3], [-0.2, 0.6, 0.5], [1.1, 0.0, 0.2], [-0.3, 0.2, -0.6], [-1.0, 0.5, -1.0], [0.5, 0.2, 2.1], [0.4, 0.0, -0.2], [0.4, -0.6, 0.1], [1.2, -0.4, -0.7], [-0.3, 0.2, 0.1]]}

***

(2)
{"formula": "C3H12N4", "method": "ωB97M-V/def2-TZVPD", "e_tot_ev": -9263.7317, "orbital_gap_ev": 8.175, "e_lumo_ev": 1.125, "multiplicity": 1, "e_above_lowest_kj_mol": 248.2, "smiles": "CCN(N)C(N)N", "elements": ["C", "C", "N", "H", "H", "H", "H", "H", "H", "H", "N", "N", "C", "N", "H", "H", "H", "H", "H"], "xyz": [[-1.4512, 0.1126, 0.0176], [-1.5043, -1.3554, 0.3765], [0.4332, 0.0073, -1.7958], [0.0439, 0.6025, -2.5194], [0.7428, -0.9096, -2.0992], [-2.1217, 0.7009, 0.6476], [-1.7974, 0.2990, -1.0014], [-2.5174, -1.7455, 0.2310], [-0.8246, -1.9495, -0.2410], [-1.2196, -1.5106, 1.4208], [0.4096, 0.9998, 1.7303], [2.0590, -0.2670, -0.1803], [1.0078, 0.6014, -0.6295], [-0.0125, 0.7568, 0.4005], [0.8116, 1.9348, 1.7958], [-0.3859, 0.9325, 2.3710], [3.0251, 0.0128, -0.3051], [1.8680, -0.8025, 0.6616], [1.4337, 1.5797, -0.8810]], "forces_ev_per_angstrom": [[2.0, 1.4, 2.2], [0.0, -0.2, 0.0], [-0.7, 0.2, -1.2], [0.3, -0.2, 0.3], [0.2, 0.6, 0.4], [-0.1, -0.2, 0.2], [0.8, 0.1, 0.2], [0.1, 0.0, 0.1], [-0.1, 0.2, 0.0], [-0.1, 0.0, -0.1], [0.0, -0.6, 0.5], [0.7, -0.8, 0.3], [0.4, -0.9, 0.7], [-3.1, -0.7, -3.0], [-0.5, 0.1, 0.0], [0.3, 0.1, -0.5], [-0.5, 0.0, 0.2], [0.2, 0.6, -0.2], [0.1, 0.2, 0.0]]}

***

(3)
{"formula": "C3H12N4O", "method": "ωB97M-V/def2-TZVPD", "e_tot_ev": -11311.5353, "orbital_gap_ev": 9.301, "e_lumo_ev": 0.745, "multiplicity": 1, "e_above_lowest_kj_mol": 277.3, "smiles": "[H]/N=C(\\N)N(C)O.CN", "elements": ["C", "N", "C", "N", "O", "N", "H", "H", "H", "H", "H", "H", "H", "C", "N", "H", "H", "H", "H", "H"], "xyz": [[-0.5860, 1.3560, 1.6404], [0.2200, 0.7285, 0.6139], [0.9305, -0.4549, 0.8475], [0.3376, -1.3262, 1.7418], [0.9868, 1.6782, -0.0935], [2.1764, -0.4399, 0.5308], [1.8811, 1.2834, -0.1034], [-0.6690, -1.3900, 1.7258], [0.8191, -2.2004, 1.8837], [2.7080, -1.2507, 0.8189], [-0.8927, 2.3206, 1.2581], [-0.0432, 1.4867, 2.5868], [-1.4880, 0.7633, 1.8119], [-0.9421, -0.1650, -2.7212], [-1.1652, -0.8864, -1.4800], [-1.2874, -0.1875, -0.7290], [-0.2568, -1.3803, -1.1739], [-0.0488, 0.4703, -2.7179], [-1.8024, 0.4828, -2.9042], [-0.8781, -0.8886, -3.5364]], "forces_ev_per_angstrom": [[0.1, -0.3, 0.2], [0.1, -0.6, -0.8], [1.2, 1.6, 2.0], [-0.4, 0.0, -0.4], [-0.5, 0.0, 0.2], [-0.3, -0.2, -0.7], [0.2, -0.2, 0.2], [0.1, -0.1, 0.0], [-0.1, 0.1, -0.1], [-0.2, -0.2, -0.1], [0.0, 0.1, -0.1], [-0.1, 0.0, -0.1], [0.1, 0.1, 0.1], [0.1, 0.1, -0.2], [1.5, -0.7, 1.6], [0.1, -0.6, -0.7], [-1.8, 0.9, -0.9], [0.0, -0.1, -0.1], [0.0, -0.1, -0.1], [0.0, 0.2, -0.1]]}

***

(4)
{"formula": "C3H12N6O3Tl", "method": "ωB97M-V/def2-TZVPD", "e_tot_ev": -23066.5392, "orbital_gap_ev": [10.282, 4.634], "e_lumo_ev": [-6.389, -11.893], "total_charge": 2, "multiplicity": 2, "elements": ["Tl", "C", "O", "N", "N", "H", "H", "H", "H", "C", "O", "N", "N", "H", "H", "H", "H", "C", "O", "N", "N", "H", "H", "H", "H"], "xyz": [[-11.9939, 4.4962, -46.1819], [-10.8624, 6.6663, -49.3109], [-11.4695, 6.2105, -48.3787], [-10.9748, 7.8685, -49.7936], [-9.8148, 5.9978, -49.7746], [-10.2337, 8.2305, -50.3767], [-11.6900, 8.4191, -49.3404], [-9.2800, 6.3796, -50.5417], [-9.5610, 5.2666, -49.1258], [-12.8449, 8.0142, -44.5112], [-12.3943, 6.9192, -44.6795], [-13.9641, 8.3532, -44.9876], [-12.2329, 8.9553, -43.8665], [-14.0900, 9.3480, -45.1085], [-14.5092, 7.6789, -45.5055], [-11.2971, 8.9107, -43.4891], [-12.8096, 9.7814, -43.7960], [-9.2059, 7.2857, -45.4775], [-9.8767, 6.5319, -46.2172], [-9.6174, 8.4369, -45.2285], [-7.9499, 6.9673, -45.2387], [-10.4843, 8.6119, -45.7163], [-9.0401, 9.1877, -44.8776], [-7.3434, 7.6152, -44.7565], [-7.6611, 6.0006, -45.1925]], "forces_ev_per_angstrom": [[-0.3, 0.3, 0.0], [3.0, 0.4, -1.0], [-2.8, -1.4, 3.2], [-1.4, 2.1, -0.3], [0.6, -1.2, -0.2], [-0.6, 0.5, 0.1], [0.2, 0.5, -0.7], [0.3, -0.8, 0.2], [0.7, -0.2, -0.9], [1.7, -0.8, 0.6], [2.5, -4.8, -0.7], [-5.0, 1.9, -2.4], [1.4, 3.3, 1.6], [-1.0, -0.4, -0.2], [0.0, 0.4, 0.1], [-0.6, -0.2, 0.1], [0.9, 0.3, 0.8], [3.5, -1.7, -0.7], [-1.4, -2.3, -1.2], [-2.6, 4.2, 0.6], [1.1, -1.2, 0.9], [-0.1, 0.9, 0.4], [-0.1, 0.0, 0.0], [0.0, 0.1, -0.1], [0.0, 0.0, -0.2]]}